Entry from the Open Molecules 2025 dataset: a gas-phase ion, C5H10NO (charge -1) at a distorted geometry (ωB97M-V/def2-TZVPD).

Last column: Mulliken charge in e.
Geometry (Å):
N1 0.719 -1.060 0.402  -0.489
C1 1.015 -0.823 -1.029  -0.503
C2 0.154 0.316 -1.444  -0.293
C3 -0.983 0.353 -0.562  -0.911
C4 -0.533 -0.314 0.770  0.250
C5 -0.126 0.861 1.761  -0.674
O1 -1.164 1.444 2.409  -0.881
H1 0.628 -2.062 0.700  0.254
H2 0.784 -1.759 -1.595  0.249
H3 2.118 -0.582 -1.109  0.229
H4 -0.155 0.235 -2.623  0.220
H5 0.828 1.236 -1.377  0.229
H6 -1.786 -0.192 -0.930  0.360
H7 -1.363 1.392 -0.402  0.281
H8 -1.323 -0.959 1.289  0.360
H9 0.678 1.603 1.245  0.038
H10 0.507 0.310 2.496  0.282

Results
Gap between HOMO and LUMO ... 5.9 eV
E_tot ... -326.44792 hartree
Charge ... -1
Maximum force ... 5.20 eV/Å
SMILES ... [O-]C[C@H]1CCCN1

***

Entry from the Open Molecules 2025 dataset: C5H10NO in the gas phase at a distorted geometry (ωB97M-V/def2-TZVPD).

Last column: Löwdin spin population.
Geometry (Å):
C1 1.820 0.741 0.238  0.084
O1 2.349 -0.084 1.188  0.804
C2 0.341 1.139 0.582  0.065
C3 -0.744 0.996 -0.449  0.007
C4 -1.207 -0.490 -0.591  0.000
C5 -2.491 -0.871 -0.696  0.000
N1 -0.233 -1.454 -0.323  0.001
H1 2.403 1.663 0.129  -0.003
H2 1.768 0.236 -0.748  0.035
H3 0.040 0.556 1.482  0.001
H4 0.472 2.149 0.999  0.004
H5 -0.384 1.182 -1.469  0.000
H6 -1.598 1.623 -0.265  0.002
H7 -2.857 -1.826 -0.325  0.000
H8 -3.224 -0.127 -1.020  0.000
H9 -0.601 -2.350 -0.585  0.000
H10 0.711 -1.326 -0.030  -0.001

Results
2S+1 ... 2
Gap between HOMO and LUMO (spin up / spin down) ... 8.9 / 6.1 eV
E_tot ... -326.38474 hartree
Maximum force ... 2.91 eV/Å
⟨S²⟩ ... 0.7543

***

Entry from the Open Molecules 2025 dataset: C5H10NO in the gas phase at a distorted geometry (ωB97M-V/def2-TZVPD).

Last column: Löwdin spin population.
Geometry (Å):
O1 2.882 1.137 -0.175  0.790
C1 2.215 -0.031 -0.218  0.109
C2 1.118 -0.199 0.850  0.004
C3 -0.043 0.741 0.516  0.005
C4 -1.095 0.080 -0.389  -0.001
C5 -1.386 -1.261 -0.238  0.004
N1 -2.019 1.135 -0.749  0.000
H1 2.962 -0.836 -0.049  0.063
H2 1.613 0.157 1.757  0.000
H3 0.761 -1.223 0.939  0.000
H4 -0.619 1.023 1.395  0.000
H5 0.336 1.657 0.082  0.002
H6 -1.014 -2.094 -0.833  0.000
H7 -2.457 -1.459 -0.083  0.000
H8 1.801 -0.304 -1.206  0.024
H9 -2.604 0.992 -1.570  0.000
H10 -2.452 0.486 -0.030  0.000

Results
2S+1 ... 2
Gap between HOMO and LUMO (spin up / spin down) ... 8.7 / 6.9 eV
E_tot ... -326.27810 hartree
Maximum force ... 3.30 eV/Å
⟨S²⟩ ... 0.7542

***

Entry from the Open Molecules 2025 dataset: a gas-phase ion, C5H10NO (charge +1) at a distorted geometry (ωB97M-V/def2-TZVPD).

Last column: Mulliken charge in e.
Geometry (Å):
O1 2.994 2.034 0.563  -0.429
C1 2.431 1.403 1.416  -0.004
C2 0.876 1.342 1.244  -0.565
C3 0.696 0.303 0.145  -0.703
C4 -0.657 -0.388 -0.042  -0.397
C5 -0.942 -0.783 -1.276  -0.069
N1 -2.243 -1.641 -1.387  -0.281
H1 2.818 0.731 2.185  0.370
H2 0.374 1.043 2.159  0.368
H3 0.493 2.338 1.004  0.310
H4 1.070 0.664 -0.814  0.347
H5 1.333 -0.566 0.413  0.330
H6 -1.326 -0.420 0.805  0.292
H7 -0.460 -0.774 -2.230  0.391
H8 -2.961 -1.091 -1.861  0.354
H9 -2.506 -1.721 -0.411  0.316
H10 -1.989 -2.473 -1.912  0.370

Results
Gap between HOMO and LUMO ... 9.0 eV
E_tot ... -326.19227 hartree
Charge ... +1
Maximum force ... 3.05 eV/Å
SMILES ... [NH3+]/C=C/CCC=O

***

Entry from the Open Molecules 2025 dataset: a gas-phase ion, C5H10NO (charge +1) at a distorted geometry (ωB97M-V/def2-TZVPD).

Last column: Mulliken charge in e.
Geometry (Å):
O1 -1.278 1.013 -1.366  -0.539
C1 -1.326 1.569 -0.286  0.136
C2 -1.057 0.798 0.996  -0.844
C3 0.352 0.136 1.124  -0.587
C4 0.863 -0.657 -0.081  0.555
C5 2.017 -0.458 -0.690  -0.998
N1 -0.143 -1.511 -0.784  -0.199
H1 -1.896 2.498 -0.265  0.421
H2 -1.925 0.163 1.175  0.347
H3 -1.071 1.594 1.746  0.377
H4 1.109 0.924 1.107  0.339
H5 0.531 -0.361 2.077  0.391
H6 2.432 -1.060 -1.488  0.278
H7 2.613 0.376 -0.353  0.239
H8 -0.877 -0.811 -1.038  0.358
H9 -0.558 -2.277 -0.240  0.369
H10 0.214 -1.935 -1.632  0.358

Results
Gap between HOMO and LUMO ... 10.8 eV
E_tot ... -326.21954 hartree
Charge ... +1
Maximum force ... 2.45 eV/Å
SMILES ... C=C([NH3+])CCC=O

***

Entry from the Open Molecules 2025 dataset: a gas-phase ion, C5H10NO (charge +1) at a distorted geometry (ωB97M-V/def2-TZVPD).

Last column: Mulliken charge in e.
Geometry (Å):
C1 -1.661 0.176 0.084  0.237
C2 -1.672 1.256 -0.628  -0.621
C3 -1.184 -1.002 0.724  -0.645
C4 0.367 -0.820 0.463  -0.120
C5 1.247 0.260 0.982  -0.705
N1 0.685 -0.914 -1.020  -0.238
O1 1.355 1.350 0.006  -0.493
H1 -0.906 1.871 -0.796  0.407
H2 -2.723 1.594 -0.977  0.232
H3 -1.268 -1.169 1.712  0.411
H4 -1.342 -2.028 0.374  0.339
H5 2.108 -0.342 1.232  0.433
H6 0.807 0.568 1.870  0.402
H7 1.650 -0.689 -1.022  0.344
H8 0.041 -0.257 -1.701  0.368
H9 0.441 -1.864 -1.277  0.359
H10 2.054 2.008 -0.025  0.289

Results
Gap between HOMO and LUMO (spin up / spin down) ... 7.5 / 8.7 eV
E_tot ... -326.04559 hartree
Charge ... +1
Maximum force ... 5.71 eV/Å

***

Entry from the Open Molecules 2025 dataset: 2 unconnected molecules or ions with the total composition C5H10NO at a distorted geometry (ωB97M-V/def2-TZVPD).

Last column: Mulliken charge in e.
Geometry (Å):
C1 1.429 1.141 1.157  -0.137
C2 -1.753 -0.281 -0.370  -0.207
C3 -1.260 0.407 0.579  0.021
C4 -3.277 -0.612 -0.427  -0.934
C5 2.721 -0.472 -0.640  -0.668
N1 0.813 0.426 0.314  -0.087
O1 1.285 -0.451 -0.554  -0.195
H1 2.513 1.123 1.349  0.314
H2 0.818 1.776 1.725  0.191
H3 -1.146 -0.615 -1.146  0.470
H4 -1.267 0.926 1.495  0.356
H5 -3.574 0.208 -1.023  0.352
H6 -3.283 -1.601 -1.060  0.287
H7 -3.413 -0.710 0.610  0.362
H8 3.445 -0.699 0.288  0.259
H9 2.932 0.611 -0.871  0.345
H10 3.017 -1.176 -1.427  0.272

Results
Gap between HOMO and LUMO ... 10.5 eV
E_tot ... -326.03692 hartree
Charge ... +1
Maximum force ... 4.85 eV/Å

***

Entry from the Open Molecules 2025 dataset: a gas-phase ion, C5H10NO (charge +2) at a distorted geometry (ωB97M-V/def2-TZVPD).

Last column: Löwdin spin population.
Geometry (Å):
O1 -0.069 1.662 2.144  0.621
C1 -0.403 0.615 2.624  0.126
C2 -0.187 -0.775 1.942  0.106
C3 -0.546 -0.899 0.437  0.014
C4 0.390 -0.085 -0.415  0.004
C5 0.403 -0.257 -1.796  0.031
N1 0.633 0.987 -2.703  0.003
H1 -0.742 0.547 3.678  0.069
H2 -0.968 -1.460 2.424  0.004
H3 0.788 -1.226 2.125  0.003
H4 -1.603 -0.648 0.165  0.002
H5 -0.479 -1.926 0.174  0.012
H6 1.054 0.668 0.163  0.003
H7 0.030 -1.119 -2.450  0.001
H8 1.154 1.667 -2.206  0.000
H9 0.879 0.954 -3.669  0.000
H10 -0.336 1.295 -2.638  0.001

Results
2S+1 ... 2
Gap between HOMO and LUMO (spin up / spin down) ... 9.1 / 5.3 eV
E_tot ... -325.68906 hartree
Charge ... +2
Maximum force ... 3.80 eV/Å
⟨S²⟩ ... 0.7584

***

- Which of these has the lowest E_tot?
  number 1